Record 1
85
Properties=species:S:1:pos:R:3:forces:R:3:mulliken_charge:R:1 method="wB97M-V/def2-TZVPD" energy_ha=-2578.54678 lumo_ev="-1.74 / -1.74" molar_mass_g_mol=673.8 charge=0 relative_energy_ev=2.768 spin_multiplicity=2
C -1.370024 -1.067869 1.609350 -1.02 0.37 0.23 -1.015
C -0.759613 0.066483 0.674189 -0.41 -0.52 -0.31 -0.157
C 0.715858 -0.231332 0.119076 -0.09 1.90 0.94 2.554
N 0.515118 -1.036643 -1.160087 0.10 -5.01 2.42 -0.848
C 0.434968 -2.282644 -0.918445 -0.39 1.36 -1.30 0.500
S 0.234407 -3.910137 -0.741326 0.46 3.20 -0.26 -0.373
C 1.698914 -0.942026 1.158662 0.65 -0.26 -0.78 -1.349
C 2.388275 0.014134 2.239823 0.60 -2.21 2.50 0.932
C 3.980897 -0.300205 2.239997 -1.13 0.69 -0.54 -1.533
C 1.892513 -0.453696 3.715181 0.43 0.46 0.13 -1.335
N 2.061214 1.455559 2.135919 -1.36 -0.91 -1.01 0.668
O 0.985261 1.801162 2.789974 1.19 -0.12 -0.42 -0.601
C 2.121897 2.000307 0.758563 -0.28 2.78 -1.65 1.634
C 1.395836 3.452605 0.822708 0.76 0.16 -0.89 -1.325
C 3.594863 2.289314 0.197527 0.42 -0.89 -0.26 -1.702
C 1.334927 1.169279 -0.357201 -0.65 -0.44 -0.57 -2.261
H -0.969613 -1.088248 2.670061 -0.24 0.16 -1.36 0.125
H -1.301680 -2.123039 1.197386 0.13 1.33 0.26 0.125
H -2.492308 -0.839305 1.702854 1.67 -0.37 -0.11 0.409
H -1.435717 0.116049 -0.251317 1.20 -0.07 1.29 0.298
H -0.855088 1.106707 1.152529 0.47 -1.67 -0.43 -0.037
H 2.555264 -1.395949 0.535599 -1.26 0.67 0.76 0.360
H 1.237532 -1.828645 1.715208 0.32 1.34 -0.89 0.443
H 4.322395 -0.188062 1.162472 0.07 -0.05 1.50 0.319
H 4.148346 -1.372712 2.574926 -0.25 1.40 -0.45 0.423
H 4.480084 0.426687 2.955478 -0.38 -0.96 -1.01 0.323
H 2.177292 0.320702 4.515201 -0.29 -1.08 -1.32 0.371
H 0.768435 -0.569467 3.784935 1.45 0.00 -0.19 0.206
H 2.445845 -1.416590 3.969927 -0.99 1.10 -0.37 0.373
H 1.878677 4.113568 1.615070 -0.84 -1.01 -0.91 0.318
H 0.268591 3.376497 0.908732 1.44 0.05 0.30 0.059
H 1.603308 3.983479 -0.176865 -0.31 -0.87 1.39 0.430
H 3.973117 1.393887 -0.418431 -0.55 1.24 0.96 0.360
H 3.546454 3.163748 -0.539422 0.13 -1.18 1.25 0.418
H 4.376721 2.458490 1.007066 -1.16 0.09 -0.95 0.298
H 1.975204 0.996103 -1.295233 -0.70 0.18 1.58 0.364
H 0.449687 1.804280 -0.728370 1.25 -0.95 0.54 0.217
C 3.151423 -8.140943 -3.878333 -0.01 -0.05 -0.33 -0.368
C 2.674801 -7.678507 -5.034393 0.18 -0.24 0.16 -0.408
C 1.841563 -6.457806 -5.087132 -0.19 0.17 -0.34 0.277
O 1.405049 -6.036647 -6.140901 0.12 -0.10 0.21 -0.550
C 1.559080 -5.769621 -3.809150 0.02 0.04 0.32 -0.027
C 2.035690 -6.232064 -2.653307 -0.11 0.13 -0.16 -0.201
C 2.868696 -7.452386 -2.600329 0.12 -0.12 0.34 0.201
O 3.305517 -7.873782 -1.546378 -0.08 0.08 -0.22 -0.550
H 3.762241 -9.033183 -3.820922 0.00 0.01 0.04 0.409
H 2.872754 -8.169772 -5.978938 -0.03 0.04 -0.01 0.408
H 0.948118 -4.877188 -3.866145 -0.02 -0.02 -0.02 0.405
H 1.837468 -5.740427 -1.709402 0.09 -0.07 -0.06 0.377
C 2.494722 8.214413 4.826893 0.15 0.12 -0.28 -0.352
C 2.654342 8.113900 3.506952 0.08 0.16 0.26 -0.421
C 1.969596 7.058488 2.729886 0.04 -0.04 -0.43 0.436
O 2.116302 6.965001 1.524820 -0.04 0.02 0.32 -0.542
C 1.100409 6.120544 3.472934 -0.16 -0.09 0.24 -0.137
C 0.940478 6.220799 4.792675 -0.07 -0.15 -0.26 -0.463
C 1.625217 7.276245 5.569698 -0.06 0.02 0.43 0.355
O 1.478823 7.370087 6.772881 0.04 -0.01 -0.27 -0.544
H 2.988667 8.980205 5.411695 -0.03 -0.02 0.03 0.407
H 3.286335 8.792736 2.947931 -0.02 -0.03 -0.03 0.410
H 0.606394 5.355062 2.888305 0.00 0.02 0.01 0.477
H 0.308414 5.541881 5.351454 0.02 0.03 0.02 0.436
C -4.136903 -2.951210 -1.880855 0.28 -0.07 -0.01 -0.298
C -3.241106 -3.885987 -2.199651 -0.08 0.32 0.09 -0.077
C -3.648360 -5.147749 -2.853233 0.29 -0.28 -0.09 0.265
O -2.831775 -6.001404 -3.142341 -0.17 0.19 0.07 -0.538
C -5.087392 -5.332519 -3.141327 -0.32 0.08 0.00 -0.437
C -5.983254 -4.397553 -2.822631 0.05 -0.29 -0.12 -0.430
C -5.575048 -3.135314 -2.168759 -0.21 0.26 0.12 0.324
O -6.391356 -2.280522 -1.879595 0.15 -0.11 -0.09 -0.550
H -3.855653 -2.021343 -1.400985 -0.02 0.01 0.04 0.597
H -2.184858 -3.764715 -1.996127 -0.02 -0.05 -0.01 0.289
H -5.368099 -6.261873 -3.620886 0.04 0.00 0.00 0.411
H -7.040226 -4.516874 -3.025823 0.01 0.04 0.02 0.415
C -5.081902 2.513336 -2.395458 -0.04 -0.29 0.09 -0.435
C -4.793857 1.501804 -1.575860 -0.14 0.04 -0.24 -0.442
C -3.761717 1.636363 -0.525837 -0.07 -0.21 0.17 0.278
O -3.496614 0.712731 0.221342 -0.41 0.32 -0.20 -0.463
C -3.062589 2.934780 -0.418127 0.07 0.26 -0.06 -0.105
C -3.350388 3.946288 -1.237548 0.21 -0.10 0.26 -0.417
C -4.382919 3.812203 -2.288143 -0.14 0.31 -0.30 0.335
O -4.647202 4.734580 -3.034202 0.08 -0.20 0.18 -0.550
H -5.833919 2.432663 -3.170237 0.01 0.04 0.00 0.432
H -5.296739 0.544095 -1.640219 -0.01 -0.03 0.04 0.550
H -2.310407 3.015344 0.357011 -0.01 -0.03 0.02 0.383
H -2.847671 4.903366 -1.173015 -0.03 0.00 -0.04 0.438

Record 2
77
Properties=species:S:1:pos:R:3:forces:R:3:mulliken_charge:R:1 method="wB97M-V/def2-TZVPD" energy_ha=-2208.91571 lumo_ev="-7.55 / -8.96" molar_mass_g_mol=731.9 charge=+2 relative_energy_ev=0.000 spin_multiplicity=4
Re 0.160892 0.147705 -3.980332 3.37 0.37 -0.21 0.896
C -0.872423 0.064911 -2.019901 -2.74 -0.46 1.36 -0.501
C -1.807444 -0.279283 -3.029717 -0.43 0.09 2.66 -0.038
C -2.903866 0.620051 -3.533642 -0.23 0.03 -0.12 -1.073
C -2.381753 1.704123 -4.479355 -0.58 0.37 -0.51 -1.302
C -0.880041 1.802628 -4.625652 -0.48 0.64 0.81 0.550
C -0.007792 2.253657 -3.569669 -0.75 0.72 -0.52 0.612
C -0.496210 2.617052 -2.181361 0.34 0.15 0.81 -0.835
C -0.790820 1.394589 -1.277209 0.80 0.19 0.02 -0.999
C 1.789108 -0.512667 -5.031622 0.81 0.16 -0.08 -1.688
H -0.502250 -0.782022 -1.421634 0.20 0.24 -0.54 0.556
H -2.060100 -1.336385 -3.063666 0.42 0.02 -0.19 1.011
H -3.448937 1.060276 -2.683194 0.26 -0.17 -0.14 0.300
H -3.621500 -0.019715 -4.072848 0.22 0.31 0.25 0.428
H -2.790173 1.474088 -5.470777 0.06 0.33 0.12 0.325
H -2.745634 2.695842 -4.177749 -0.08 -0.19 -0.18 0.471
H -0.564655 2.071772 -5.625797 0.03 -0.03 0.11 -0.409
H 0.815822 2.910763 -3.874957 0.11 -0.78 -0.14 -0.096
H -1.334030 3.338218 -2.179264 0.19 -0.42 -0.41 0.324
H 0.329589 3.151924 -1.684955 -0.34 -0.08 -0.28 0.410
H 0.050671 1.324091 -0.565080 -0.41 -0.19 -0.34 0.482
H -1.673814 1.583180 -0.651514 -0.10 -0.39 -0.33 0.439
H 1.895685 -1.507229 -4.592114 0.35 -0.48 -0.14 0.922
H 2.667075 0.090030 -4.754494 -0.21 -0.50 -0.27 0.427
H 1.660243 -0.552410 -6.136157 0.27 -0.64 1.12 0.292
P -0.715282 -1.526068 -7.489166 0.33 -0.63 -0.97 0.753
P 0.950390 0.890515 -7.402950 1.00 1.24 -2.61 0.345
C -1.550363 -0.002139 -7.938662 0.56 1.60 0.26 -0.553
C -0.779427 1.131481 -7.887452 -1.32 -1.44 -0.13 -0.376
C -0.812523 -2.585830 -8.996716 -0.01 -0.24 0.06 0.383
C -1.706176 -2.359704 -10.055626 0.31 -0.09 0.13 -0.397
C -1.723505 -3.237385 -11.148117 -0.06 0.15 0.14 -0.641
C -0.857616 -4.327967 -11.194525 0.07 0.07 0.34 -0.519
C 0.005579 -4.579511 -10.117955 -0.24 0.14 -0.10 -0.717
C 0.015128 -3.729163 -9.017189 -0.13 0.35 0.02 -0.324
C -1.638605 -2.540262 -6.302008 -0.43 0.47 0.70 -0.138
C -1.108950 -2.579219 -5.004956 0.04 -0.36 -0.25 0.572
C -1.476637 -3.579606 -4.114796 -0.30 -0.11 0.57 -0.817
C -2.483564 -4.505345 -4.452979 0.46 0.31 -0.30 -0.616
C -3.083522 -4.407716 -5.719623 -0.10 0.23 0.08 -0.674
C -2.708754 -3.399609 -6.620215 0.41 -0.23 0.29 -0.638
C 1.949329 0.932099 -8.962227 -0.11 -0.51 -0.26 0.850
C 1.960245 -0.151073 -9.875181 0.06 0.23 0.10 -0.288
C 2.587306 -0.013676 -11.117262 -0.04 0.17 0.29 -0.829
C 3.223796 1.189567 -11.454670 -0.16 0.04 0.13 -0.494
C 3.260914 2.246218 -10.544094 -0.07 -0.25 0.19 -0.795
C 2.644398 2.105175 -9.301860 0.13 0.30 0.17 -0.497
C 1.638648 2.363615 -6.565787 0.25 0.29 -0.23 0.419
C 2.949176 2.291409 -6.040868 -0.44 -0.18 0.21 -0.589
C 3.465457 3.347855 -5.296797 -0.13 0.11 -0.13 -0.909
C 2.716002 4.521317 -5.144232 -0.06 -0.18 -0.06 -0.586
C 1.484114 4.652024 -5.792879 0.02 -0.06 -0.25 -0.866
C 0.971588 3.599681 -6.558965 -0.01 -0.27 0.60 0.125
H -2.598967 -0.059955 -8.236535 0.21 0.54 -0.09 0.816
H -1.125398 2.123433 -8.183494 -0.09 -0.23 0.01 0.611
H -2.396034 -1.515286 -10.016756 0.21 -0.21 -0.18 0.344
H -2.431003 -3.068921 -11.960945 0.22 -0.02 0.22 0.428
H -0.871037 -5.001634 -12.051415 0.01 0.20 0.24 0.426
H 0.658165 -5.447142 -10.137969 -0.10 0.12 0.02 0.431
H 0.646931 -3.951237 -8.151602 -0.07 0.07 -0.35 0.383
H -0.352967 -1.805033 -4.678875 -0.34 -1.28 -0.64 0.500
H -0.956786 -3.634436 -3.150767 -0.41 -0.05 -0.27 0.505
H -2.792355 -5.287775 -3.739829 0.31 0.46 -0.52 0.423
H -3.840350 -5.139644 -6.017904 0.15 0.42 0.18 0.422
H -3.233741 -3.274534 -7.568649 0.34 -0.33 0.13 0.524
H 1.504750 -1.103488 -9.599197 0.00 0.25 -0.15 0.362
H 2.590180 -0.841691 -11.828515 -0.03 0.23 0.29 0.453
H 3.694039 1.310362 -12.428878 -0.08 -0.13 0.21 0.408
H 3.779249 3.182480 -10.770535 -0.20 -0.41 -0.01 0.439
H 2.724389 2.926018 -8.586507 -0.12 -0.25 -0.39 0.234
H 3.563020 1.404761 -6.214171 -0.23 0.19 0.19 0.690
H 4.442650 3.244461 -4.822672 -0.25 0.11 -0.24 0.444
H 3.109476 5.340604 -4.542116 -0.15 -0.22 -0.15 0.446
H 0.901472 5.567738 -5.701355 0.27 -0.12 -0.13 0.448
H 0.041122 3.723395 -7.116941 0.16 0.05 0.34 0.406
N 2.624890 0.544591 -1.881206 -2.04 -0.33 -1.50 -0.613
C 1.709316 0.400165 -2.608453 1.12 0.50 0.94 -0.218

Record 3
79
Properties=species:S:1:pos:R:3:forces:R:3:mulliken_charge:R:1 method="wB97M-V/def2-TZVPD" energy_ha=-2242.44117 lumo_ev=-0.46 molar_mass_g_mol=573.7 charge=0 relative_energy_ev=0.000
Be -1.934877 1.030324 -1.131710 -0.80 3.28 0.34 0.478
C 2.380425 5.746156 1.579149 0.14 0.14 -0.61 -0.535
C 3.082597 4.617922 1.451046 -0.04 0.31 -0.57 0.292
C 3.645549 3.843297 2.603641 -0.39 0.12 0.58 -0.902
C 2.745848 2.678966 3.116788 0.68 -0.08 0.25 -0.590
C 1.274877 2.941051 3.345693 -0.14 1.38 0.24 -0.520
C 0.698369 4.137514 3.611077 -0.09 -1.29 -0.53 -0.124
C 1.420485 5.380779 4.012864 0.07 0.42 -0.12 -0.912
C 1.768469 6.322552 2.816307 -0.35 0.19 1.02 -0.708
C -3.374851 2.055443 -1.449394 -0.73 -1.27 -0.69 -1.110
H 2.152213 6.401957 0.716139 0.11 -0.95 0.18 0.341
H 3.309955 4.217613 0.454258 -0.01 0.52 0.28 0.131
H 3.796044 4.585395 3.397551 0.24 -0.43 -0.02 0.360
H 4.642176 3.444841 2.322433 -0.55 0.11 0.22 0.379
H 2.818455 1.892949 2.347675 -0.08 0.00 0.42 0.250
H 3.207898 2.282729 4.046165 -0.14 -0.02 -0.47 0.401
H 0.669050 2.046221 3.282840 -0.32 0.11 -0.45 0.462
H -0.388368 4.262621 3.459238 0.48 -0.40 0.47 0.315
H 2.288199 5.126376 4.629982 0.04 0.05 -0.33 0.377
H 0.770271 5.941753 4.711854 0.18 -0.11 -0.41 0.382
H 0.812420 6.773412 2.478109 0.49 -0.04 0.28 0.397
H 2.388609 7.127865 3.246753 -0.20 0.02 -0.36 0.303
H -3.145287 2.762900 -2.276054 -0.06 -0.59 0.27 0.392
H -3.628530 2.700604 -0.587421 0.21 -0.61 -0.13 0.265
H -4.259592 1.473691 -1.716748 -0.32 0.41 -0.15 0.223
P 0.365697 -1.318798 -2.326498 1.63 -0.20 -0.23 -0.005
P -2.225286 -2.075617 -0.655991 -1.06 -1.45 0.70 0.180
C 0.502803 -2.226780 -0.762318 -1.10 -0.31 0.89 -0.675
C -0.619778 -2.680163 -0.153730 1.86 0.20 -0.75 -1.089
C 1.284323 -2.588001 -3.371808 -0.25 -0.15 -0.16 0.288
C 2.163642 -3.552011 -2.845735 0.11 -0.02 -0.49 0.073
C 2.852710 -4.432598 -3.695422 -0.21 0.15 0.16 -0.622
C 2.649070 -4.389921 -5.075416 -0.23 0.32 0.00 -0.455
C 1.746483 -3.456666 -5.604611 0.11 -0.13 0.22 -0.547
C 1.063208 -2.576769 -4.760365 0.22 -0.02 0.25 -0.459
C 1.743656 -0.162642 -1.915664 0.09 0.22 -0.14 1.079
C 1.471108 0.691838 -0.832867 0.31 -0.38 -0.29 -0.455
C 2.339368 1.719768 -0.512219 0.39 0.09 -0.11 -0.052
C 3.514736 1.876579 -1.264859 -0.11 -0.11 0.10 -0.696
C 3.848857 0.959958 -2.268871 -0.05 0.15 0.04 -0.936
C 2.956254 -0.054112 -2.617880 -0.39 0.07 0.32 -0.529
C -2.944119 -3.852422 -0.645307 -0.46 0.05 -0.11 0.178
C -2.405475 -4.804625 -1.530258 -0.02 0.03 -0.02 -0.366
C -2.828756 -6.138608 -1.509477 -0.16 0.17 0.23 -0.663
C -3.807990 -6.558343 -0.598190 0.19 0.33 -0.11 -0.423
C -4.360922 -5.621571 0.273995 0.13 0.27 -0.07 -0.623
C -3.941874 -4.278824 0.247864 0.16 -0.22 -0.24 -0.188
C -2.817348 -1.506605 0.993229 -0.05 0.16 -0.11 0.294
C -4.013389 -0.768591 0.987712 0.33 -0.09 0.17 -0.210
C -4.532235 -0.274020 2.181209 0.12 -0.16 0.08 -0.788
C -3.859271 -0.514430 3.386602 -0.11 -0.09 -0.29 -0.480
C -2.669520 -1.248664 3.392875 -0.11 0.04 -0.24 -0.704
C -2.137417 -1.740311 2.195748 -0.45 0.26 0.26 -0.017
H 1.517157 -2.375569 -0.363788 -0.52 -0.36 -0.15 0.866
H -0.590934 -3.465630 0.602011 0.16 0.39 0.19 0.926
H 2.330279 -3.634631 -1.774758 0.01 0.07 -0.26 0.326
H 3.549917 -5.159548 -3.266896 -0.29 0.27 -0.15 0.370
H 3.182199 -5.078554 -5.738308 -0.21 0.28 0.27 0.358
H 1.572082 -3.416906 -6.678994 0.02 -0.02 0.24 0.373
H 0.353464 -1.859225 -5.174903 0.19 -0.17 0.04 0.354
H 0.569331 0.573057 -0.230097 0.36 -0.04 -0.27 0.142
H 2.067365 2.384835 0.314534 0.19 -0.11 -0.53 0.204
H 4.174949 2.723481 -1.077378 -0.07 -0.27 0.09 0.374
H 4.806752 1.038820 -2.796440 -0.44 0.07 0.20 0.355
H 3.199179 -0.759665 -3.417601 -0.11 0.29 0.25 0.354
H -1.629994 -4.504869 -2.243201 -0.23 -0.10 0.22 0.370
H -2.395686 -6.861619 -2.201179 -0.06 0.25 0.15 0.388
H -4.133092 -7.603048 -0.574782 0.13 0.42 -0.01 0.359
H -5.125246 -5.931361 0.989807 0.22 0.14 -0.21 0.371
H -4.392879 -3.571277 0.940349 0.09 -0.12 -0.10 0.319
H -4.519899 -0.585758 0.034971 0.11 0.01 0.34 0.427
H -5.465076 0.287207 2.153511 0.23 -0.08 0.15 0.426
H -4.280543 -0.140120 4.319237 0.16 -0.07 -0.21 0.391
H -2.154204 -1.447961 4.332222 -0.12 0.10 -0.22 0.405
H -1.205066 -2.301978 2.222852 -0.28 0.19 -0.02 0.365
O 0.014665 3.996290 0.024747 -1.20 -0.62 -0.43 -0.391
C -0.974771 3.414333 -0.375286 0.62 -0.05 0.08 -0.006
O -1.009404 2.096612 -0.621585 0.98 -0.31 0.43 -0.133
H -1.939488 3.961102 -0.579025 0.72 -0.53 0.14 0.251